10
Properties=species:S:1:pos:R:3:forces:R:3 method="wB97M-V/def2-TZVPD" max_force_ev_per_a=0.48 total_charge=0 smiles="O=Cc1ncco1" orbital_gap_ev=9.96 relative_energy_ev=1.228 lumo_ev=0.02
O 2.54818 1.05569 -0.25153 -0.0085 -0.3418 0.3426
C 2.00959 -0.00827 -0.07856 0.2349 0.3928 -0.1405
C 0.55913 -0.12685 0.17195 -0.0073 -0.0505 -0.3119
N -0.15041 -1.01128 -0.45105 0.0754 0.1676 0.1079
C -1.44273 -0.55562 -0.31913 -0.2449 0.0273 0.0468
C -1.43840 0.57608 0.42680 -0.1182 -0.1588 -0.1288
O -0.14869 0.86863 0.73937 0.0338 -0.0550 -0.1225
H 2.51811 -0.97560 -0.22471 0.0041 0.0538 0.0249
H -2.25304 -1.05983 -0.81921 -0.0995 0.0412 0.2356
H -2.20174 1.23705 0.80609 0.1302 -0.0766 -0.0540

=====

63
Properties=species:S:1:pos:R:3:forces:R:3 method="wB97M-V/def2-TZVPD" max_force_ev_per_a=0.92 s2=6.067 total_charge=+3 orbital_gap_ev="7.67 / 5.93" relative_energy_ev=2.434 multiplicity=5 lumo_ev="-8.19 / -10.27"
Ru 0.04856 0.46281 -0.22323 0.2891 0.5649 0.3794
N -0.07888 4.58329 -0.41788 -0.1066 0.0306 -0.2948
C -0.50651 3.93129 0.67607 -0.3805 0.2851 0.5453
N -0.30803 2.67333 0.95678 0.3289 -0.1832 -0.3854
C -0.84283 2.36014 2.19353 -0.4097 0.6001 0.1975
C -1.50124 3.38046 2.82278 0.0629 -0.4394 0.0443
S -1.44350 4.80087 1.89691 0.2473 -0.1322 -0.4119
C -0.50829 1.08815 2.75369 0.3896 -0.4512 -0.2936
C -0.62159 0.71790 4.09681 0.0063 -0.1061 0.3084
S 0.22745 -0.69340 4.42796 0.0979 0.0775 -0.4825
C 0.79179 -0.75158 2.69637 0.0156 -0.1992 0.8355
N 0.16746 0.22280 1.96892 -0.5229 0.3750 -0.0639
N 1.71077 -1.52033 2.26238 -0.0633 0.0925 -0.4463
H 0.68336 4.21771 -0.96218 0.0906 -0.0130 0.1114
H -0.22692 5.57745 -0.47971 0.0632 0.0253 -0.0452
H -1.99585 3.35861 3.78178 0.0147 0.0259 -0.0205
H -1.12481 1.26195 4.88209 -0.0128 0.0262 -0.0535
H 2.12746 -2.13440 2.95501 -0.0934 0.0480 0.0664
H 2.39102 -0.57598 0.70314 0.3254 0.2519 -0.1012
C -3.97397 1.86123 -1.74628 -0.0443 -0.0342 0.0368
C -2.50175 1.58210 -1.67581 -0.1690 0.0133 -0.0156
O -2.02144 1.03713 -0.66409 0.3750 -0.2827 0.2954
N -1.78717 1.96021 -2.74979 0.1426 -0.0799 -0.0113
C -0.34349 1.86984 -2.90947 0.0122 -0.1739 0.0523
C 0.12516 0.44833 -3.14907 -0.3325 0.0363 0.3590
C 0.67049 0.01599 -4.35329 0.1276 -0.2576 -0.1944
C 1.27192 -1.26915 -4.41004 0.0139 0.0765 -0.1293
C 1.09126 -2.13794 -3.39163 -0.0412 0.0191 0.0237
C 0.17103 -1.76752 -2.27668 0.1539 -0.5440 0.4070
N 0.00710 -0.34261 -2.08931 0.0671 0.0853 -0.4863
H -4.44020 1.62456 -0.79500 0.0366 0.0085 0.0140
H -4.44019 1.25456 -2.52507 0.0391 0.0016 -0.0189
H -4.15587 2.90820 -1.98966 0.0007 0.0027 -0.0010
H -2.30408 2.35432 -3.52053 -0.0380 0.0695 0.0220
H 0.14275 2.24105 -1.99760 -0.0029 0.1158 -0.0829
H -0.04883 2.51464 -3.73331 0.0139 0.0500 0.0244
H 0.72633 0.68294 -5.20248 -0.0070 0.0425 0.0379
H 1.87093 -1.54038 -5.26934 0.0025 -0.0099 0.0144
H 1.52679 -3.12810 -3.38610 -0.0380 -0.0113 -0.0646
H -0.80543 -2.24134 -2.46287 -0.0239 0.1810 -0.1002
C -2.66304 -4.78310 -0.96765 -0.1876 -0.1754 -0.1506
N -1.84665 -3.60868 -0.63676 0.0062 -0.0024 0.0217
C -2.58225 -2.35156 -0.67990 -0.1321 0.1370 -0.0308
C -0.57063 -3.72625 -0.27561 0.1875 -0.0741 -0.3806
S 0.68971 -2.51416 -0.65462 -0.4153 0.0999 -0.0628
N -0.12976 -4.79403 0.36050 0.0767 0.1020 -0.0186
C 1.29220 -5.17154 0.39072 0.2665 -0.0339 -0.0640
C -1.01306 -5.61481 1.19470 -0.1356 -0.2111 0.3351
H -3.21427 -4.56048 -1.88140 0.0488 0.0431 -0.0086
H -3.38961 -5.00932 -0.18661 0.0431 0.0263 -0.0097
H -2.03659 -5.65196 -1.14918 -0.0113 0.0766 -0.0244
H -3.48776 -2.45686 -0.08018 0.0337 -0.0300 0.0124
H -2.88975 -2.10619 -1.69846 0.0269 -0.0337 -0.0123
H -1.99711 -1.54102 -0.26679 0.1434 0.1364 0.0450
H 1.71793 -5.17379 -0.61026 -0.0743 0.0124 -0.0145
H 1.37174 -6.17536 0.79598 -0.0738 -0.0136 0.0109
H 1.87295 -4.49403 1.01597 -0.0622 -0.0172 0.0736
H -1.93949 -5.09282 1.41606 0.1072 0.0418 -0.0108
H -0.49983 -5.81450 2.13400 0.0432 0.0432 -0.0260
H -1.24227 -6.57205 0.72605 0.0654 0.0414 -0.0346
O 3.59121 1.46151 -1.41781 -0.1975 -0.1193 0.1841
C 2.96028 0.79656 -0.72436 0.4782 0.0057 -0.0797
N 2.19615 0.11659 -0.04844 -0.8676 -0.2426 0.1733

=====

45
Properties=species:S:1:pos:R:3:forces:R:3 method="wB97M-V/def2-TZVPD" max_force_ev_per_a=5.78 total_charge=0 smiles="C[C@@H]1CN(S(C)(=O)=O)CCN1c1nc(-c2ccncn2)cc(=O)n1C" orbital_gap_ev=8.20 relative_energy_ev=4.167 lumo_ev=-0.58
O 0.01846 -4.63791 1.32093 -0.9817 -1.7883 -0.9087
O -0.47809 2.29106 -4.08828 1.7817 1.9580 3.5986
O 1.73166 3.15078 -3.14248 -1.6177 -0.8561 0.7279
N -0.59788 -0.91544 0.73822 0.5344 4.3092 3.8205
N -0.22576 1.12526 5.64038 0.7458 -1.3283 -1.6296
N 0.04381 -0.94271 4.42181 -0.3035 0.7490 -0.6407
C -0.36135 -3.49238 1.11356 3.1231 -2.0399 3.8723
C -0.33225 -1.60699 -0.26810 -1.7867 0.2306 0.4125
C -0.30359 -2.66097 2.27250 -1.5499 3.1524 1.7341
C -0.46452 -1.29812 2.08109 -0.2064 -3.3414 -0.8976
C 0.18552 -0.17688 5.51880 -1.9596 1.1602 -3.4604
C -0.60273 1.66008 4.44542 -0.0066 -0.0405 1.3342
C -0.42711 -0.38781 3.26259 1.2194 -0.1602 0.8646
C -0.66153 0.96439 3.22901 -0.9254 0.7220 -0.4458
N -0.33550 -2.96069 -0.08804 -0.0869 1.0278 -4.6271
N -0.17950 -0.91852 -1.48428 2.2019 -1.4578 -0.5417
N -0.00846 1.94584 -1.48967 -0.0519 2.0346 -2.0197
C -0.31728 -3.79691 -1.27340 1.0375 -1.9367 -0.2412
C -1.26809 -0.15772 -2.06058 -1.3170 -0.7333 0.8282
C -1.30114 1.23786 -1.60315 1.4818 0.5514 2.9642
C 2.43704 -0.96135 -1.18229 -3.2195 -0.2303 2.0124
C 1.09240 1.21976 -0.85017 -0.5314 -1.6751 -0.6012
C -0.34763 4.49641 -2.44355 -0.1807 -1.2906 -1.9033
C 1.13374 -0.17510 -1.54000 1.1163 -0.1362 -2.6402
S 0.30049 2.90126 -2.92286 0.5538 -1.8651 -2.2615
H -0.21828 -3.07352 3.31543 0.0907 0.1844 -1.6215
H 0.64851 -0.76902 6.22215 0.7867 -0.2680 2.4958
H -0.89443 2.71539 4.54272 0.1050 -0.4799 -0.3884
H -1.01864 1.41949 2.28269 0.4172 -0.0938 0.8300
H -0.72087 -4.80949 -1.02023 0.4548 0.9359 -0.0033
H 0.73951 -3.95372 -1.67712 -1.4496 0.3492 0.4808
H -0.97355 -3.35448 -2.00326 0.1135 0.1945 -0.4172
H -2.26017 -0.52716 -1.66329 1.0205 -0.2837 -0.8171
H -1.26288 -0.10427 -3.14375 0.2641 -0.7685 -0.3025
H -1.63195 1.29446 -0.57632 -0.4056 -0.3582 0.4850
H -2.03607 1.72115 -2.14802 -0.9810 1.5554 -1.3362
H 2.16681 -1.34105 -0.15434 1.3441 0.2560 -0.5677
H 2.58729 -1.80887 -1.80978 0.0411 -0.5874 -0.5842
H 3.27092 -0.29586 -1.24173 0.5052 0.3210 0.3325
H 0.98561 1.09413 0.25534 -0.4403 0.3113 -0.8431
H 2.03322 1.71708 -1.01322 0.2255 0.3887 -0.3025
H -0.35067 5.09727 -3.35900 -0.0613 -0.0201 0.3820
H 0.22123 4.87521 -1.65435 1.1625 0.5837 0.9800
H -1.30136 4.25600 -2.08386 -1.7160 0.1472 0.3382
H 1.28506 -0.05591 -2.67749 -0.5478 0.6171 1.5084

=====

14
Properties=species:S:1:pos:R:3:forces:R:3 method="wB97M-V/def2-TZVPD" max_force_ev_per_a=2.16 total_charge=0 orbital_gap_ev=8.92 relative_energy_ev=7.114 lumo_ev=0.65
C -1.51642 -1.17964 -0.28691 0.1370 0.0825 -0.1178
C -0.54343 -0.03438 -0.07952 0.2538 0.4681 -0.0861
N -0.79872 0.97385 0.66651 0.4574 -0.2698 -0.6402
O -2.08100 0.90547 1.20197 -0.0527 0.1177 0.0646
C 0.87108 -0.24752 -0.65077 0.7006 0.8572 0.1045
C 2.44772 0.60633 -0.20453 0.1578 0.1472 1.5362
O 1.78186 -0.46358 0.36164 0.6599 -0.7116 0.3623
H -2.46683 -0.80852 -0.68687 0.1841 -0.0331 0.0472
H -1.08770 -1.91295 -0.97164 -0.0804 0.1008 0.0426
H -1.74694 -1.68245 0.66362 0.1508 0.2531 -0.1867
H -2.17560 1.74684 1.67254 0.1368 -0.2697 -0.1395
H 1.54986 0.15043 -1.49701 -1.8306 -0.9948 -0.5541
H 3.50368 0.36466 -0.39987 -0.4852 0.1538 -0.5329
H 2.26245 1.58145 0.21084 -0.3891 0.0985 0.0998

=====

30
Properties=species:S:1:pos:R:3:forces:R:3 method="wB97M-V/def2-TZVPD" max_force_ev_per_a=8.64 total_charge=0 orbital_gap_ev=9.45 lumo_ev=0.07
C 2.91889 -0.49954 0.89371 0.6813 -0.5030 0.6940
B 2.07275 0.55711 -0.07534 1.6885 1.1597 -0.0023
O 2.81121 1.82433 -0.41685 -2.3362 -1.5720 2.3547
C 0.50532 0.26951 -0.59873 -0.2566 -0.6167 2.2269
C -0.57295 1.22382 0.25267 -0.0021 0.8775 -1.1968
C -0.20615 2.84309 0.07819 -1.6583 0.9795 2.3510
N -0.75413 3.79916 0.89789 1.8580 -4.2513 -3.0036
C 0.14198 -1.27897 -0.18919 -0.8446 -0.1148 1.1830
C -1.46260 -1.66770 -0.45797 0.9208 -0.1781 0.0232
C -2.34978 -1.65152 0.93271 0.6133 -0.6227 1.3219
S -3.87768 -0.54068 0.84248 0.2438 0.0423 0.8611
O 0.29554 0.60378 -2.01562 0.4472 -3.4586 -1.5534
C 0.59491 -0.52452 -2.91069 4.9914 -2.2380 -0.5106
O 1.79060 -1.09412 -3.08040 -7.5088 3.9685 1.5922
H 2.39408 -0.67086 1.95127 1.0316 0.2562 -2.2624
H 3.05960 -1.57075 0.39008 -0.4942 2.2597 1.0610
H 4.02178 -0.10785 1.12059 -2.4595 -0.7233 -0.5426
H 2.87360 2.32607 0.46208 0.2929 -0.9924 -1.8023
H -1.66257 1.10796 -0.21879 2.3903 0.0569 0.9690
H -0.64377 0.88843 1.37149 0.3281 0.7870 -2.0664
H 0.54442 3.07829 -0.81813 -1.7932 -0.1656 2.2040
H -1.39493 3.31821 1.59158 0.9220 0.4333 -0.9501
H 0.88101 -2.08745 -0.61759 -1.5487 1.7845 0.5612
H 0.26055 -1.33918 0.99730 0.0053 0.2172 -2.6070
H -1.85837 -0.89810 -1.26053 0.4728 -1.7925 1.6000
H -1.44638 -2.78012 -0.86128 -0.3700 2.4685 0.6244
H -1.73508 -1.26083 1.87654 -1.0866 -0.9245 -2.2548
H -2.71945 -2.73943 1.19763 0.8428 2.2229 -0.6396
H -4.16042 -0.15125 2.18947 0.8356 -0.8299 -1.6153
H -0.32197 -0.97690 -3.52459 1.7933 1.4697 1.3795